{"formula": "C10H16O", "method": "ωB97M-V/def2-TZVPD", "smiles": "Cc1ccc(O)cc1.CCC", "relative_energy_kcal_mol": 18.2, "gap_ha": 0.344, "mol_weight_da": 152.237, "elements": ["C", "C", "C", "H", "H", "H", "H", "H", "H", "H", "H", "C", "C", "C", "C", "C", "C", "C", "O", "H", "H", "H", "H", "H", "H", "H", "H"], "coordinates": [[0.19265, -1.04131, 2.36987], [1.68375, -0.83379, 2.63410], [-0.45229, 0.24699, 1.85477], [-0.28130, -1.38313, 3.29383], [0.07885, -1.81680, 1.60634], [1.84584, -0.07179, 3.39411], [2.14112, -1.74331, 3.03497], [-0.58831, 0.93389, 2.69161], [-1.45380, 0.05958, 1.46455], [2.23199, -0.62020, 1.71855], [0.16951, 0.69337, 1.08032], [-2.21519, -1.25864, -1.52424], [0.26779, -0.75988, -1.71703], [-1.04161, -0.31373, -1.61158], [1.33186, 0.12831, -1.75494], [-1.27600, 1.05961, -1.42970], [1.07078, 1.48334, -1.64341], [-0.21940, 1.94572, -1.39999], [2.11545, 2.36151, -1.82318], [0.42694, -1.83011, -1.83647], [2.34767, -0.23907, -1.80213], [-2.06051, -2.08304, -2.22461], [-3.10814, -0.75512, -1.89396], [-2.32120, 1.28992, -1.24743], [-0.36952, 3.01932, -1.36432], [1.92849, 3.17661, -1.33588], [-2.44544, -1.64827, -0.53417]], "nbo_charge": [-0.39, -0.60, -0.61, 0.19, 0.19, 0.20, 0.20, 0.20, 0.20, 0.20, 0.21, -0.63, -0.19, -0.05, -0.27, -0.18, 0.30, -0.29, -0.68, 0.21, 0.23, 0.22, 0.21, 0.21, 0.21, 0.48, 0.22]}

---

{"formula": "C10H16O", "method": "ωB97M-V/def2-TZVPD", "smiles": "Cc1ccc(O)cc1.CCC", "relative_energy_kcal_mol": 85.6, "gap_ha": 0.330, "mol_weight_da": 152.237, "elements": ["C", "C", "C", "C", "C", "C", "C", "O", "H", "H", "H", "H", "H", "H", "H", "H", "C", "C", "C", "H", "H", "H", "H", "H", "H", "H", "H"], "coordinates": [[-0.52395, 3.00185, 1.79223], [-1.12240, 2.11139, -0.55007], [-0.31712, 2.05097, 0.63251], [-0.98734, 1.29000, -1.69653], [-0.06274, 0.26130, -1.50114], [0.86605, 1.18432, 0.63300], [0.92106, 0.35848, -0.50197], [0.23744, -0.50187, -2.60899], [-1.95079, 2.75617, -0.57707], [-1.58939, 1.59324, -2.52793], [-0.51429, 2.71617, 2.86377], [-1.52702, 3.24635, 1.69810], [1.55575, 1.47908, 1.38358], [-0.35779, -0.39589, -3.46238], [1.62657, -0.41920, -0.24617], [0.17617, 3.92061, 1.79534], [-0.28300, -2.74944, 1.04613], [0.47888, -3.23718, -0.23450], [0.70428, -2.37895, 2.22659], [-0.85224, -1.92001, 0.74131], [-0.97681, -3.40722, 1.56705], [0.06666, -4.19661, -0.38579], [1.52376, -3.12564, -0.02397], [0.91396, -3.11007, 3.00516], [1.70296, -2.05836, 2.10813], [0.09550, -2.64314, -1.10256], [0.16515, -1.77690, 2.95783]], "nbo_charge": [-0.65, -0.20, -0.03, -0.28, 0.30, -0.18, -0.28, -0.70, 0.20, 0.22, 0.22, 0.21, 0.22, 0.49, 0.23, 0.22, -0.39, -0.63, -0.64, 0.20, 0.20, 0.21, 0.21, 0.21, 0.20, 0.22, 0.21]}

---

{"formula": "C10H16O", "method": "ωB97M-V/def2-TZVPD", "smiles": "Cc1ccc(O)cc1.CCC", "relative_energy_kcal_mol": 27.3, "gap_ha": 0.342, "mol_weight_da": 152.237, "elements": ["C", "C", "C", "H", "H", "H", "H", "H", "H", "H", "H", "C", "C", "C", "C", "C", "C", "C", "O", "H", "H", "H", "H", "H", "H", "H", "H"], "coordinates": [[0.25561, -0.36783, 3.58588], [1.35818, -0.70696, 2.56163], [-1.15165, -0.75506, 3.09778], [0.46043, -0.74685, 4.58362], [0.25027, 0.71600, 3.68241], [0.98110, -0.69677, 1.54338], [-1.88502, 0.03669, 3.27091], [-1.16930, -0.84013, 2.01060], [1.75036, -1.70452, 2.75480], [2.12973, 0.06274, 2.63707], [-1.54708, -1.69108, 3.48951], [-2.21482, 2.01728, -0.71449], [1.02685, -0.55521, -1.70284], [-0.20793, -0.72617, -2.36538], [1.23851, 0.33941, -0.70550], [-1.24750, 0.10774, -2.05310], [0.09668, 1.09659, -0.32398], [-1.07312, 1.05938, -1.02714], [2.02827, -1.31322, -2.28146], [-0.29194, -1.56150, -3.04723], [2.90925, -1.07976, -1.98323], [2.14342, 0.55630, -0.15937], [-2.24715, -0.01094, -2.43864], [0.20116, 1.78410, 0.49890], [-1.99203, 2.93674, -1.24707], [-2.31514, 2.18308, 0.35682], [-3.16502, 1.61986, -1.06203]], "nbo_charge": [-0.40, -0.61, -0.61, 0.20, 0.19, 0.21, 0.21, 0.21, 0.20, 0.20, 0.21, -0.62, 0.30, -0.25, -0.31, -0.19, -0.18, -0.05, -0.69, 0.23, 0.48, 0.23, 0.21, 0.21, 0.22, 0.22, 0.21]}